Entry 1:
Here is a structure of composition C27H44CoN8O6S from the OMol25 dataset. Energies are from the ωB97M-V functional and the def2-TZVPD basis.

Its spin multiplicity is 4. As for the HOMO-LUMO gap (alpha / beta): 8.636 / 8.953 eV. Its total charge is +2. As for the relative energy (zero: lowest compared OMol25 entry of this formula, charge and spin): 61.28 kJ/mol.

Geometry (Å):
Co -0.022 0.108 0.257
O 1.914 -0.228 6.929
C 0.553 -0.046 6.613
C 0.400 0.009 5.120
C -0.865 0.066 4.543
C -0.972 0.110 3.167
N 0.100 0.099 2.371
C 1.321 0.059 2.912
C 1.508 0.007 4.285
C 2.441 0.036 1.934
C 3.772 0.053 2.319
C 4.766 -0.026 1.356
C 6.225 -0.064 1.747
O 6.447 0.301 3.089
C 4.381 -0.112 0.023
C 3.035 -0.108 -0.281
N 2.080 -0.036 0.645
H 2.024 -0.233 7.885
H 0.163 0.887 7.035
H -0.065 -0.864 6.998
H -1.759 0.068 5.152
H -1.929 0.138 2.660
H 2.493 -0.047 4.724
H 4.060 0.120 3.358
H 6.808 0.544 1.052
H 6.574 -1.093 1.637
H 6.605 1.247 3.150
H 5.115 -0.178 -0.770
H 2.699 -0.167 -1.309
N -0.390 -0.014 -1.898
C -1.856 0.103 -2.042
C -2.472 -0.465 -3.318
C -1.791 -0.060 -4.632
C -0.866 -1.141 -5.190
N -1.580 -2.375 -5.540
C -2.275 -2.568 -6.655
N -2.930 -3.715 -6.840
N -2.313 -1.635 -7.603
C -2.519 -0.528 -0.786
O -3.458 -1.293 -0.927
O -1.995 -0.147 0.323
H 0.098 0.640 -2.498
H -0.069 -0.962 -2.076
H -2.078 1.173 -1.989
H -3.514 -0.152 -3.321
H -2.524 -1.554 -3.228
H -1.208 0.858 -4.512
H -2.549 0.174 -5.384
H -0.114 -1.430 -4.457
H -0.313 -0.799 -6.067
H -1.665 -3.078 -4.824
H -2.893 -4.455 -6.161
H -3.489 -3.873 -7.661
H -1.865 -0.745 -7.479
H -2.783 -1.802 -8.476
N 0.092 2.256 0.192
C -0.279 3.281 0.587
N -0.681 4.432 1.042
C -1.971 5.018 0.638
C -1.708 6.342 -0.058
O -0.925 7.185 0.763
C 0.351 6.633 1.018
C 0.220 5.328 1.785
H -2.567 5.181 1.537
H -2.494 4.317 -0.010
H -2.644 6.863 -0.249
H -1.198 6.168 -1.015
H 0.903 7.363 1.605
H 0.884 6.460 0.074
H -0.215 5.513 2.768
H 1.185 4.840 1.908
C -2.195 -4.168 -1.343
C -1.841 -3.888 0.109
S -0.076 -3.549 0.258
O 0.105 -2.156 -0.321
C 0.014 -3.396 2.050
C 1.463 -3.411 2.511
H -3.251 -4.423 -1.414
H -1.604 -4.994 -1.742
H -2.043 -3.267 -1.938
H -2.051 -4.754 0.739
H -2.373 -3.011 0.485
H -0.540 -4.241 2.460
H -0.513 -2.475 2.304
H 1.938 -4.361 2.265
H 1.515 -3.275 3.591
H 2.040 -2.615 2.040

Forces on atoms 1 to 6 (eV/Å):
Co 0.1 -0.1 0.0
O 0.0 0.0 0.0
C 0.0 0.0 0.0
C 0.0 0.0 0.0
C 0.0 0.0 0.0
C 0.0 0.0 0.0

---

Entry 2:
Here is a cluster of 3 separate species, C25H55B2ClNO6S in total in a non-equilibrium geometry from the OMol25 dataset. Energies are from the ωB97M-V functional and the def2-TZVPD basis.

Its spin multiplicity is 1. As for the HOMO-LUMO gap: 9.318 eV. Its total charge is +1.

Geometry (Å):
C 2.369 -3.364 3.214
C 1.622 -2.498 2.196
S 1.326 -0.878 2.947
C 0.330 -0.094 1.678
N 1.089 0.110 0.396
C 2.055 1.251 0.483
C 2.514 1.469 -0.971
C 3.957 1.019 -1.225
C 4.986 1.746 -0.358
C 6.346 1.037 -0.314
C 6.964 0.911 -1.716
C 6.255 -0.336 0.357
C 1.390 0.844 -1.866
B 1.793 -0.120 -3.084
O 1.079 0.058 -4.227
O 2.829 -1.037 -3.093
C 2.862 -2.082 -2.142
C 0.276 0.346 -0.874
C -0.675 1.519 -0.552
C -1.674 1.814 -1.646
O -1.431 2.313 -2.694
Cl -3.339 1.445 -1.168
B -0.439 -1.029 -1.333
O -0.222 -2.175 -0.605
C -1.375 -1.118 -2.574
C -1.268 -2.462 -3.332
H 3.004 -4.092 2.711
H 2.979 -2.761 3.888
H 1.661 -3.916 3.832
H 0.680 -2.970 1.914
H 2.253 -2.380 1.305
H 0.040 0.877 2.077
H -0.564 -0.688 1.497
H 1.715 -0.690 0.312
H 2.867 1.016 1.168
H 1.537 2.128 0.866
H 2.525 2.555 -1.102
H 4.029 -0.063 -1.117
H 4.185 1.221 -2.274
H 5.156 2.724 -0.821
H 4.628 1.918 0.660
H 7.016 1.643 0.301
H 8.052 0.902 -1.653
H 6.668 1.754 -2.344
H 6.632 -0.004 -2.209
H 5.694 -0.313 1.295
H 5.771 -1.063 -0.304
H 7.251 -0.733 0.561
H 0.965 1.696 -2.404
H 1.161 -0.684 -4.837
H 2.776 -1.700 -1.113
H 3.824 -2.589 -2.209
H 2.070 -2.813 -2.326
H -1.230 1.373 0.372
H -0.095 2.439 -0.439
H 0.671 -2.344 -0.292
H -1.176 -0.296 -3.263
H -2.411 -0.967 -2.250
H -0.380 -3.031 -3.051
H -2.127 -3.098 -3.122
H -1.227 -2.296 -4.409
C -4.857 5.323 3.795
C -3.357 5.111 3.708
O -2.973 3.989 2.926
C -3.376 4.010 1.570
C -2.828 5.179 0.768
H -5.346 4.435 4.197
H -5.074 6.166 4.451
H -5.301 5.540 2.823
H -2.955 4.909 4.700
H -2.861 6.019 3.345
H -4.468 3.967 1.487
H -2.997 3.076 1.154
H -3.190 6.137 1.139
H -3.135 5.091 -0.275
H -1.737 5.196 0.812
C -5.840 -5.224 0.069
C -4.969 -4.665 1.180
O -3.706 -4.187 0.742
C -3.730 -3.140 -0.206
C -4.426 -1.876 0.273
H -5.324 -6.031 -0.452
H -6.766 -5.617 0.488
H -6.108 -4.465 -0.667
H -4.736 -5.451 1.896
H -5.504 -3.884 1.731
H -4.171 -3.479 -1.151
H -2.680 -2.931 -0.407
H -5.485 -2.042 0.470
H -4.348 -1.092 -0.482
H -3.971 -1.509 1.196

Forces on atoms 1 to 6 (eV/Å):
C -0.2 -0.1 0.1
C 0.2 -0.2 0.0
S 0.0 0.1 -0.1
C -0.1 -0.3 0.4
N 0.2 0.7 0.8
C 0.3 0.3 -0.4

---

Entry 3:
Here is a cluster of 2 separate species, H5NO in total in a non-equilibrium geometry from the OMol25 dataset. Energies are from the ωB97M-V functional and the def2-TZVPD basis.

Its spin multiplicity is 1. As for the HOMO-LUMO gap: 11.163 eV. As for the relative energy (zero: lowest compared OMol25 entry of this formula, charge and spin): 26.86 kJ/mol.

Geometry (Å):
N -1.480 -2.390 -0.734
H -0.966 -2.074 -1.563
H -2.034 -1.593 -0.405
H -2.143 -3.105 -1.048
O 2.592 2.982 1.339
H 1.865 2.327 1.239
H 2.167 3.853 1.171

Forces on atoms 1 to 6 (eV/Å):
N -0.3 0.2 -0.3
H -0.3 -0.2 0.4
H 0.3 -0.4 -0.2
H 0.3 0.4 0.1
O -1.2 0.2 -0.3
H 0.8 0.7 0.1

---

Entry 4:
Here is a cluster of 2 separate species, BrH2PS in total in a non-equilibrium geometry from the OMol25 dataset. Energies are from the ωB97M-V functional and the def2-TZVPD basis.

Its spin multiplicity is 1. As for the HOMO-LUMO gap (alpha / beta): 5.633 / 5.636 eV. As for the relative energy (zero: lowest compared OMol25 entry of this formula, charge and spin): 339.36 kJ/mol.

Geometry (Å):
P 1.375 -0.432 -0.430
S -1.676 -1.263 0.543
Br -2.600 0.540 0.174
H 0.717 0.863 -0.723
H 2.184 0.292 0.437

Cartesian forces, eV/Å:
P -2.3 0.6 -0.6
S 2.8 -1.2 0.0
Br -1.0 1.8 -0.4
H 0.3 -1.2 0.0
H 0.2 0.0 1.0